No. 1
Below is the molecule C6H11BrO3 in a non-equilibrium geometry, with properties calculated with the ωB97M-V functional and the def2-TZVPD basis.

Its LUMO energy is 0.49 eV. For the gap between HOMO and LUMO, the calculation gives 10.4002 eV. The value obtained for the electronic energy is -82584.4948 eV. As for the structure (SMILES): CC(=O)[C@](C)(O)[C@@](C)(O)Br.

Cartesian coordinates (Å):
C1 -0.130 1.999 -1.276
C2 0.352 1.667 0.084
O1 1.036 2.353 0.830
C3 -0.085 0.199 0.583
C4 -1.588 0.195 0.515
O2 0.384 0.210 1.963
C5 0.607 -0.960 -0.149
C6 0.482 -2.343 0.609
O3 0.164 -0.989 -1.481
Br1 2.696 -0.413 -0.264
H1 -1.202 2.365 -1.362
H2 0.439 2.859 -1.668
H3 -0.043 1.188 -2.000
H4 -1.971 0.651 1.377
H5 -1.952 -0.827 0.479
H6 -1.808 0.656 -0.429
H7 0.958 1.081 2.021
H8 -0.336 -2.407 1.267
H9 0.242 -3.020 -0.237
H10 1.418 -2.665 1.007
H11 0.335 -1.799 -1.870

Here are the Löwdin charges for atoms 1 to 4, given in e:
1. C -0.02
2. C -0.38
3. O 0.08
4. C -0.50

No. 2
Below is a structure of composition C31H39N3OS7Zr in a non-equilibrium geometry, with properties calculated with the ωB97M-V functional and the def2-TZVPD basis.

Its LUMO energy is -6.38 eV. For the gap between HOMO and LUMO, the calculation gives 6.0878 eV. The value obtained for the electronic energy is -116414.8677 eV. As for the charge: +2.

Cartesian coordinates (Å):
Zr1 -15.525 6.034 -7.661
S1 -16.226 5.689 -5.161
C1 -14.948 5.765 -3.949
C2 -15.197 5.771 -2.533
C3 -14.142 5.692 -1.634
C4 -12.801 5.673 -2.065
C5 -12.540 5.777 -3.411
C6 -13.608 5.804 -4.336
S2 -13.252 6.181 -5.983
C7 -12.425 4.651 -6.501
C8 -12.694 4.575 -8.002
C9 -11.998 3.613 -8.776
C10 -12.107 3.666 -10.157
C11 -12.820 4.711 -10.772
C12 -13.486 5.598 -9.951
C13 -14.152 6.818 -10.450
S3 -15.957 6.487 -10.462
C14 -16.913 7.857 -9.748
C15 -18.046 8.166 -10.537
C16 -18.873 9.236 -10.248
C17 -18.589 10.030 -9.111
C18 -17.533 9.663 -8.269
C19 -16.677 8.597 -8.586
S4 -15.363 8.431 -7.399
N1 -13.546 5.478 -8.574
H1 -16.232 5.696 -2.217
H2 -14.346 5.687 -0.552
H3 -11.987 5.575 -1.332
H4 -11.530 5.936 -3.791
H5 -12.762 3.749 -5.960
H6 -11.340 4.770 -6.304
H7 -11.400 2.841 -8.284
H8 -11.608 2.941 -10.814
H9 -12.798 4.861 -11.864
H10 -13.879 7.045 -11.500
H11 -13.951 7.670 -9.806
H12 -18.173 7.545 -11.393
H13 -19.682 9.432 -10.931
H14 -19.183 10.907 -8.863
H15 -17.259 10.174 -7.362
C20 -17.723 -0.737 -6.670
C21 -16.442 -1.260 -7.239
S5 -15.419 -0.069 -8.160
C22 -14.115 0.200 -6.945
C23 -14.533 0.628 -5.545
S6 -15.036 2.339 -5.453
C24 -16.526 2.174 -4.431
C25 -17.750 1.512 -5.079
S7 -17.739 -0.279 -4.946
H16 -18.474 -1.544 -6.762
H17 -18.063 0.148 -7.242
H18 -16.701 -2.028 -8.013
H19 -15.823 -1.697 -6.439
H20 -13.547 1.045 -7.380
H21 -13.417 -0.677 -6.900
H22 -13.696 0.465 -4.840
H23 -15.359 -0.008 -5.191
H24 -16.702 3.220 -4.150
H25 -16.290 1.573 -3.533
H26 -17.895 1.885 -6.109
H27 -18.649 1.876 -4.543
C26 -16.404 3.044 -10.371
N2 -17.736 3.208 -9.778
C27 -18.800 2.531 -10.502
C28 -20.046 2.337 -9.665
C29 -20.361 3.636 -9.019
N3 -19.217 4.155 -8.240
C30 -19.462 4.925 -7.057
C31 -17.978 3.953 -8.676
O1 -16.982 4.576 -8.121
H28 -16.328 2.002 -10.706
H29 -15.614 3.293 -9.634
H30 -16.275 3.656 -11.299
H31 -18.381 1.621 -10.954
H32 -19.084 3.185 -11.394
H33 -19.920 1.519 -8.928
H34 -20.902 2.060 -10.296
H35 -21.272 3.632 -8.389
H36 -20.554 4.412 -9.762
H37 -20.455 4.673 -6.605
H38 -19.497 5.978 -7.284
H39 -18.716 4.774 -6.326

Here are the Löwdin charges for atoms 1 to 4, given in e:
1. Zr 1.20
2. S 0.57
3. C -0.64
4. C -0.07

No. 3
Below is a structure of composition C18H18F18MgN3O21S6 in a non-equilibrium geometry, with properties calculated with the ωB97M-V functional and the def2-TZVPD basis.

Its LUMO energy is 1.76 eV. For the gap between HOMO and LUMO, the calculation gives 8.9162 eV. The value obtained for the electronic energy is -185794.0553 eV. As for the charge: -1.

Cartesian coordinates (Å):
Mg1 -0.293 -1.492 -0.924
C1 -3.074 -2.835 1.523
F1 -2.813 -1.595 2.026
F2 -3.845 -3.419 2.412
F3 -3.628 -2.905 0.323
S1 -1.375 -3.697 1.370
O1 -0.965 -4.245 2.652
O2 -1.663 -4.636 0.319
N1 -0.293 -2.408 0.725
S2 0.760 -2.163 1.911
O3 1.629 -1.118 1.437
O4 0.208 -2.090 3.254
C2 1.795 -3.797 1.776
F4 3.075 -3.598 1.554
F5 1.755 -4.496 2.885
F6 1.411 -4.643 0.892
C3 -1.614 -0.023 -4.584
F7 -2.567 -0.837 -5.010
F8 -1.301 0.691 -5.652
F9 -2.038 0.816 -3.575
S3 -0.085 -1.152 -3.988
O5 0.465 -1.935 -5.057
O6 0.790 -0.196 -3.323
N2 -0.770 -2.013 -2.618
S4 -1.338 -3.312 -3.290
O7 -2.399 -3.784 -2.478
O8 -1.715 -3.393 -4.717
C4 0.070 -4.595 -2.956
F10 0.063 -4.573 -1.612
F11 -0.348 -5.800 -3.354
F12 1.179 -4.269 -3.497
C5 0.882 3.925 6.525
F13 -0.107 4.470 7.260
F14 1.425 4.920 5.722
F15 1.893 3.565 7.396
S5 -0.005 2.439 5.521
O9 0.759 2.037 4.391
O10 -0.239 1.452 6.534
N3 -1.667 3.167 5.105
S6 -1.385 3.882 3.713
O11 -2.478 4.764 3.634
O12 -0.008 4.415 3.408
C6 -1.755 2.523 2.294
F16 -3.043 2.229 2.375
F17 -1.530 3.100 1.030
F18 -1.070 1.404 2.578
C7 6.107 -1.041 -0.442
C8 5.134 -1.612 -1.527
C9 4.772 -3.105 -1.542
O13 3.504 -3.245 -1.153
C10 2.929 -2.098 -1.180
O14 1.722 -1.957 -1.165
O15 3.763 -1.066 -1.394
H1 5.904 -1.372 0.576
H2 6.196 0.024 -0.228
H3 7.143 -1.374 -0.507
H4 5.438 -1.322 -2.533
H5 5.244 -3.843 -0.894
H6 4.723 -3.598 -2.513
C11 1.170 5.062 -0.327
C12 1.859 3.655 -0.447
C13 2.365 3.023 0.800
O16 2.129 1.692 0.411
C14 1.154 1.565 -0.391
O17 0.662 0.458 -0.613
O18 0.867 2.719 -0.953
H7 0.153 5.040 0.064
H8 1.308 5.438 -1.340
H9 1.771 5.776 0.236
H10 2.610 3.571 -1.233
H11 1.802 3.340 1.678
H12 3.407 3.300 0.959
C15 -4.610 2.524 -2.558
C16 -4.618 1.690 -1.322
C17 -5.116 0.292 -1.302
O19 -4.074 -0.575 -0.901
C18 -3.058 0.144 -0.716
O20 -1.943 -0.313 -0.362
O21 -3.321 1.400 -1.023
H13 -4.190 3.464 -2.199
H14 -5.581 2.738 -3.005
H15 -3.905 2.097 -3.271
H16 -4.862 2.307 -0.457
H17 -5.251 0.126 -2.371
H18 -6.063 0.290 -0.762

Here are the Löwdin charges for atoms 1 to 4, given in e:
1. Mg 0.53
2. C -0.63
3. F 0.11
4. F 0.17

No. 4
Below is a cluster of 4 separate species, C8H24O4 in total in a non-equilibrium geometry, with properties calculated with the ωB97M-V functional and the def2-TZVPD basis.

Its LUMO energy is 0.83 eV. For the gap between HOMO and LUMO, the calculation gives 10.9376 eV. The value obtained for the electronic energy is -16872.9672 eV. As for the structure (SMILES): CCO.CCO.CCO.CCO.

Cartesian coordinates (Å):
C1 -9.596 6.197 -12.196
C2 -10.378 6.127 -10.888
O1 -11.732 6.454 -11.122
H1 -9.700 7.179 -12.656
H2 -10.031 5.470 -12.882
H3 -8.533 5.985 -12.084
H4 -10.077 6.737 -10.036
H5 -10.380 5.101 -10.520
H6 -12.153 5.610 -10.944
C3 -14.359 9.971 -5.202
C4 -14.905 11.343 -4.787
O2 -14.303 11.774 -3.558
H7 -13.339 9.942 -5.585
H8 -15.073 9.590 -5.933
H9 -14.262 9.276 -4.368
H10 -15.986 11.302 -4.656
H11 -14.776 12.013 -5.637
H12 -14.368 11.109 -2.868
C5 -24.304 12.402 -5.451
C6 -23.155 13.328 -5.513
O3 -22.877 13.746 -4.209
H13 -25.064 12.883 -4.835
H14 -24.054 11.416 -5.060
H15 -24.795 12.256 -6.413
H16 -23.373 14.207 -6.119
H17 -22.249 12.796 -5.804
H18 -22.253 14.475 -4.239
C7 -15.525 12.901 4.179
C8 -16.819 12.055 4.097
O4 -16.974 11.476 2.804
H19 -15.307 13.062 5.235
H20 -15.642 13.884 3.724
H21 -14.567 12.491 3.859
H22 -17.683 12.652 4.391
H23 -16.682 11.144 4.679
H24 -17.840 11.706 2.460

Here are the Löwdin charges for atoms 1 to 4, given in e:
1. C -0.08
2. C -0.34
3. O -0.08
4. H 0.07